Entry 1:
A molecular structure, C44H52BCl3LaN16O in a non-equilibrium geometry. Source: OMol25; level of theory: ωB97M-V/def2-TZVPD.

Last column: Löwdin spin population.
Element x y z (Å)
La  0.12  1.07  1.79  0.000
Cl  2.45  -0.49  0.58  0.000
Cl  4.77  -2.31  0.76  0.000
Cl  -1.37  -9.92  -4.24  0.048
O  2.87  -2.12  -4.49  0.000
N  -1.58  -0.56  2.82  0.000
N  3.07  4.15  3.57  0.000
N  0.38  0.81  4.45  0.000
N  1.98  2.59  2.51  0.000
N  -1.71  3.79  0.72  0.000
N  -3.77  0.96  2.08  0.000
N  3.22  2.05  2.65  0.000
N  -2.74  4.81  -1.91  0.000
N  -1.36  4.69  -1.63  0.000
N  -1.54  2.19  -1.09  0.000
N  -1.31  3.06  1.89  0.000
N  5.20  2.90  3.80  0.000
N  -1.08  1.00  -0.40  0.000
N  3.90  3.08  3.27  0.000
N  0.58  3.53  -0.27  0.000
N  1.47  2.63  -0.86  0.000
C  -2.91  -2.59  2.47  0.000
C  4.16  -3.78  -3.17  0.000
C  -2.64  -1.17  2.34  0.000
C  -0.91  -2.67  3.89  0.000
C  -1.96  3.15  4.30  0.000
C  -0.74  -1.33  3.67  0.000
C  -1.94  1.80  -2.32  0.000
C  -4.60  -1.05  0.99  0.000
C  -2.49  4.80  1.12  0.000
C  2.54  4.59  -0.55  0.000
C  2.61  3.26  -1.10  0.000
C  0.71  -8.42  -3.44  -0.021
C  1.23  4.79  -0.16  0.000
C  -2.06  -3.27  3.32  0.000
C  1.94  3.74  3.14  0.000
C  -2.83  5.17  -3.16  0.000
C  -0.65  -8.68  -3.29  0.145
C  -1.96  0.38  -2.41  0.000
C  1.38  -1.32  4.93  0.000
C  -1.55  5.32  -3.82  0.000
C  -1.85  3.73  2.92  0.000
C  -5.92  0.98  0.93  0.000
C  1.22  -5.90  -0.79  0.472
C  -2.50  4.91  2.46  0.000
C  2.99  -2.83  -3.22  0.001
C  2.37  -0.69  5.69  0.000
C  -1.36  -1.47  -0.72  0.000
C  2.37  0.70  5.81  0.000
C  -4.92  1.55  1.71  0.000
C  -0.66  5.01  -2.80  0.000
C  -1.50  -0.06  -1.11  0.000
C  1.36  -7.68  -2.47  0.135
C  1.86  -2.78  -5.22  0.000
C  1.80  -2.36  -6.67  0.000
C  -4.17  5.29  -3.73  0.000
C  0.36  -0.56  4.28  0.000
C  -0.76  -7.02  -1.52  0.119
C  1.25  1.40  5.25  0.000
C  3.92  -1.03  1.65  0.000
C  -1.36  -7.97  -2.31  -0.025
C  0.60  -6.86  -1.55  0.060
C  -3.62  -0.31  1.73  0.000
C  3.73  2.69  -1.86  0.000
C  -5.76  -0.42  0.55  0.000
B  -1.03  3.52  -0.63  0.000
H  -2.92  5.68  3.08  0.000
H  3.26  -1.22  6.07  0.000
H  2.05  -3.36  -2.97  0.002
H  -0.73  -2.02  -1.45  0.000
H  4.14  3.23  -2.72  0.000
H  -1.05  2.60  4.56  0.000
H  0.47  5.04  -2.90  0.000
H  -4.81  5.58  -2.86  0.000
H  -2.16  -0.31  -3.23  0.000
H  0.70  5.76  0.17  0.000
H  1.11  4.36  3.31  0.000
H  3.81  -4.67  -3.73  0.000
H  -2.80  2.44  4.24  0.000
H  -2.31  -4.23  3.69  0.000
H  -2.42  -8.13  -2.35  -0.004
H  2.25  -5.59  -0.86  0.030
H  -6.78  1.51  0.54  0.000
H  -0.18  -3.11  4.53  0.000
H  -4.45  -2.11  0.77  0.000
H  4.30  -4.19  -2.22  0.000
H  -4.50  4.34  -4.21  0.000
H  3.55  -1.34  2.63  0.000
H  -3.93  -2.98  2.17  0.000
H  2.43  -3.02  -7.31  0.000
H  0.78  -2.48  -7.09  0.000
H  5.08  -3.40  -3.53  0.000
H  -0.96  -1.66  0.27  0.000
H  -1.31  -6.32  -0.83  0.003
H  5.31  3.34  4.68  0.000
H  -2.94  5.42  0.34  0.000
H  3.33  5.31  -0.41  0.000
H  -2.42  -1.88  -0.73  0.000
H  -2.35  2.48  -3.04  0.000
H  3.16  -2.00  -2.51  0.000
H  -4.26  6.08  -4.48  0.000
H  3.45  1.71  -2.37  0.000
H  -1.31  5.51  -4.88  0.000
H  1.11  2.46  5.40  0.000
H  2.15  -3.87  -5.32  0.000
H  3.06  1.20  6.57  0.000
H  1.21  -8.80  -4.32  -0.003
H  0.87  -2.72  -4.73  0.000
H  -5.11  2.52  2.15  0.000
H  -6.49  -1.05  0.07  0.000
H  0.75  -5.50  0.10  0.030
H  4.63  2.54  -1.28  0.000
H  5.47  1.90  3.67  0.000
H  2.10  -1.30  -6.84  0.000
H  -2.14  4.00  5.01  0.000
H  2.45  -7.71  -2.39  0.006
H  4.57  -0.14  1.66  0.000
H  1.48  -2.35  4.76  0.000

Summary:
Maximum force: 5.1 eV Å⁻¹
Charge: +2
Expectation value of S²: 0.80
ΔE to the lowest compared entry with this formula, charge and spin: 295.6 kJ/mol
HOMO energy (alpha / beta): -10.49 / -12.46 eV
2S+1: 2
Frontier orbital gap (alpha / beta): 3.986 / 5.960 eV

***

Entry 2:
A molecular structure, C44H52BF4N11O3W in a non-equilibrium geometry. Source: OMol25; level of theory: ωB97M-V/def2-TZVPD.

Last column: Mulliken charge in e.
Element x y z (Å)
W  -0.28  -0.38  0.47  3.821
F  -1.24  -0.25  2.10  -0.392
F  -2.60  1.08  4.15  -0.068
F  -3.75  -0.72  3.33  -0.187
F  -1.91  -1.05  4.67  -0.157
O  -2.13  -2.66  1.71  -0.525
O  -0.65  -3.74  2.84  -0.683
O  0.03  -2.15  1.58  -0.869
N  -0.60  -4.10  -2.23  -0.881
N  -1.02  -2.91  2.05  1.071
N  -0.97  -2.21  -0.83  1.008
N  -1.81  -4.27  -4.17  -0.361
N  -2.39  -2.61  -2.69  -0.854
N  -2.47  -0.28  -0.03  0.558
N  0.53  -3.96  -0.29  0.323
N  -0.44  0.50  -1.55  -0.546
N  1.30  -0.01  1.85  -0.309
N  -0.58  1.73  0.83  -0.565
N  1.50  -1.17  -0.57  -0.556
C  -2.31  2.54  -4.11  -1.487
C  2.07  0.94  5.42  -1.258
C  0.60  0.75  -5.94  -1.119
C  3.93  -1.37  4.17  -1.603
C  2.04  0.37  4.04  0.584
C  -1.46  4.25  3.49  -1.614
C  -5.06  0.11  -0.93  -1.198
C  2.81  -0.62  3.52  0.842
C  -1.88  3.66  1.03  0.811
C  2.70  -2.45  -2.12  0.594
C  -0.32  5.26  3.64  -1.231
C  2.95  -1.69  1.32  -0.872
C  5.82  -2.62  -0.65  -1.081
C  -4.28  4.41  0.89  -0.911
C  2.36  -0.83  2.18  0.189
C  3.91  -2.10  -4.30  -1.020
C  -3.30  0.53  0.62  0.031
C  5.30  -0.77  3.83  -1.093
C  -2.93  -0.94  -1.10  0.449
C  -0.62  0.08  -5.29  -1.574
C  -1.43  2.62  0.18  -0.413
C  0.95  0.35  6.30  -1.008
C  -4.20  -0.76  -1.60  -0.469
C  -3.81  2.24  -4.03  -0.851
C  -1.33  3.43  2.25  1.096
C  -1.48  1.54  -3.36  0.887
C  4.52  -3.43  -0.59  -1.426
C  3.05  -3.04  -3.45  -1.369
C  1.13  0.74  3.01  0.153
C  -0.34  -3.41  -1.12  -0.064
C  -4.60  0.74  0.21  -1.826
C  1.60  -1.56  -1.89  0.238
C  0.81  -1.09  -2.90  -0.694
C  -1.25  1.54  -1.96  0.337
C  -0.79  0.48  -3.86  0.734
C  -2.81  4.78  0.65  -1.254
C  -0.53  2.26  2.11  0.702
C  -2.03  -1.97  -1.62  -0.134
C  2.58  -1.82  0.01  0.140
C  -1.74  2.52  -1.13  -1.134
C  -1.58  -3.65  -3.01  -0.017
C  0.25  1.77  3.13  -0.730
C  -0.13  -0.12  -2.75  -0.081
C  3.31  -2.61  -0.92  0.785
B  -2.75  -0.25  4.04  0.450
H  3.78  -1.35  5.25  0.512
H  1.06  -0.73  6.39  0.330
H  -1.30  -5.11  -4.39  0.276
H  0.90  -4.85  -0.56  0.355
H  -2.62  -4.01  -4.71  0.267
H  -4.04  1.28  -4.49  0.281
H  -2.67  5.05  -0.40  0.513
H  -2.91  1.01  1.51  0.420
H  3.89  -2.42  3.88  0.502
H  3.59  -3.98  -3.28  0.443
H  -4.43  4.07  1.92  0.306
H  -1.99  2.54  -5.16  0.455
H  -1.50  3.59  4.36  0.374
H  1.53  0.45  -5.45  0.171
H  2.14  -3.30  -3.99  0.310
H  -1.52  0.35  -5.85  0.520
H  3.40  -1.16  -4.50  0.143
H  1.97  2.03  5.38  0.439
H  -2.37  3.28  -1.57  0.481
H  5.39  0.25  4.20  0.343
H  -4.14  2.20  -2.99  0.038
H  6.10  -1.36  4.28  0.416
H  4.15  -2.57  -5.26  0.444
H  4.41  -3.88  0.40  0.472
H  -0.45  5.86  4.54  0.449
H  5.78  -1.76  0.03  0.225
H  3.03  0.73  5.88  0.518
H  0.21  2.28  4.08  0.560
H  0.65  4.75  3.70  0.270
H  -2.55  5.66  1.23  0.463
H  -0.52  -1.01  -5.37  0.394
H  1.00  -1.47  -3.90  0.832
H  0.99  0.78  7.30  0.436
H  0.76  -3.53  0.59  0.003
H  0.53  1.84  -5.86  0.339
H  -4.92  5.27  0.72  0.492
H  -6.07  0.27  -1.29  0.522
H  3.81  -2.25  1.66  0.634
H  -0.04  0.55  5.88  0.147
H  5.47  -0.75  2.75  0.224
H  -4.60  3.61  0.22  0.076
H  -5.24  1.39  0.79  0.898
H  0.67  0.50  -6.99  0.448
H  -2.11  3.54  -3.73  0.525
H  -2.41  4.78  3.46  0.527
H  4.58  -4.27  -1.29  0.497
H  -0.28  5.93  2.79  0.344
H  -4.51  -1.33  -2.46  0.672
H  -4.38  3.01  -4.54  0.463
H  4.85  -1.87  -3.80  0.243
H  6.00  -2.24  -1.65  0.237
H  6.67  -3.24  -0.36  0.430

Summary:
Maximum force: 1.5 eV Å⁻¹
Charge: +2
ΔE to the lowest compared entry with this formula, charge and spin: 0.0 kJ/mol
HOMO energy (alpha / beta): -12.41 / -12.41 eV
Frontier orbital gap (alpha / beta): 4.961 / 4.960 eV

***

Entry 3:
A molecular structure, C44H52BF5N6O2PPbS4 in a non-equilibrium geometry. Source: OMol25; level of theory: ωB97M-V/def2-TZVPD.

Last column: Mulliken charge in e.
Element x y z (Å)
Pb  -0.13  -0.62  0.19  2.162
S  -0.95  -2.55  -1.67  -0.333
S  -2.95  -2.58  -1.58  -0.086
S  -2.37  0.63  -1.92  0.344
S  -3.63  -0.78  -2.52  -0.165
P  -0.56  2.76  -1.93  1.778
F  0.00  -1.46  3.57  -0.600
F  -4.35  -2.39  5.08  -0.363
F  -5.36  -1.62  2.65  -0.354
F  -1.65  -2.23  5.51  -0.401
F  -3.71  -0.79  0.71  -0.327
O  -3.32  3.08  0.84  -0.671
O  -2.99  1.41  -0.51  -0.221
N  3.14  -0.21  -0.77  0.763
N  2.44  1.14  1.32  0.576
N  1.16  1.17  1.75  0.601
N  2.64  -1.39  1.46  0.479
N  2.06  -0.25  -1.56  0.896
N  1.51  -2.09  1.20  0.114
C  2.49  -0.32  -2.82  -0.994
C  4.27  -0.27  -1.51  0.519
C  -1.88  3.06  -4.34  -0.315
C  0.62  -4.41  1.89  2.914
C  -0.83  3.56  -3.57  0.590
C  2.10  3.13  -1.97  0.230
C  -1.76  -1.15  2.00  0.144
C  -1.33  1.71  3.24  -0.899
C  -0.05  4.59  -4.08  -0.591
C  -2.02  3.58  -1.09  -1.242
C  -1.38  4.63  -6.08  -0.572
C  0.28  0.17  -3.95  -0.715
C  -0.83  -4.15  1.49  -0.791
C  4.67  -1.62  2.94  -1.583
C  3.89  -0.34  -2.83  -1.003
C  -3.53  -1.96  4.10  0.595
C  3.08  2.25  1.72  0.177
C  0.99  2.29  2.44  -0.665
C  -0.33  5.12  -5.33  -0.738
C  -2.16  3.59  -5.59  -0.861
C  0.94  3.66  -1.40  0.428
C  1.05  4.70  -0.49  -0.776
C  3.37  -2.05  2.38  0.538
C  1.53  -3.21  1.93  -0.501
C  1.66  -0.47  -4.07  3.006
C  -0.72  4.07  2.73  -1.330
C  0.61  -5.08  3.27  -2.114
C  -2.16  -1.90  4.31  0.584
C  3.33  3.68  -1.69  -0.496
C  -2.82  2.67  -0.17  0.609
C  2.40  0.18  -5.25  -2.169
C  4.51  2.57  1.45  -1.395
C  1.24  -5.37  0.85  -1.935
C  -3.14  -1.18  1.86  -0.324
C  -4.03  -1.58  2.86  0.201
C  2.70  -3.21  2.69  -0.986
C  -0.20  2.72  3.26  2.935
C  5.67  -0.29  -1.02  -1.494
C  -1.32  -1.50  3.27  -0.124
C  0.28  2.89  4.71  -2.180
C  1.49  -1.98  -4.34  -1.758
C  3.44  4.73  -0.80  -0.979
C  2.19  3.02  2.44  -1.343
C  2.30  5.23  -0.20  -0.902
B  3.15  -0.11  0.77  -1.870
H  2.46  -2.47  -4.41  0.386
H  -2.22  2.12  3.72  0.430
H  -2.48  2.24  -3.97  0.378
H  6.34  -0.37  -1.87  0.433
H  -1.73  4.46  -0.51  0.688
H  4.29  0.00  1.08  -0.294
H  4.22  3.27  -2.15  0.443
H  1.14  -4.94  -0.15  0.297
H  0.76  1.97  5.05  0.350
H  2.68  1.21  -5.00  0.298
H  4.72  3.60  1.75  0.479
H  -2.96  3.18  -6.18  0.453
H  -1.38  -3.69  2.31  0.131
H  0.37  1.25  -3.87  -0.088
H  0.94  -2.14  -5.26  0.477
H  -0.18  -5.83  3.31  0.426
H  -1.03  0.82  3.78  0.262
H  -1.60  5.05  -7.06  0.378
H  1.75  0.22  -6.12  0.431
H  -1.26  3.90  1.81  -0.077
H  4.54  -0.39  -3.68  0.506
H  0.10  4.77  2.55  0.274
H  5.17  1.91  2.02  0.298
H  -0.32  -0.06  -4.83  0.458
H  3.29  -0.37  -5.53  0.443
H  -0.56  3.10  5.36  0.453
H  -0.23  -0.22  -3.08  -0.617
H  0.18  5.11  0.00  0.385
H  3.02  -3.95  3.40  0.478
H  4.95  -2.31  3.74  0.446
H  -0.89  -3.50  0.63  -0.353
H  2.39  3.96  2.90  0.641
H  -2.70  3.89  -1.88  0.607
H  1.55  -5.57  3.50  0.405
H  2.29  -5.55  1.06  0.383
H  5.84  -1.14  -0.36  0.201
H  5.46  -1.64  2.19  0.125
H  0.28  5.92  -5.72  0.417
H  1.00  3.70  4.80  0.422
H  5.92  0.62  -0.47  0.154
H  0.77  4.98  -3.51  0.419
H  0.41  -4.34  4.04  0.395
H  4.62  -0.62  3.36  0.229
H  0.71  -6.32  0.87  0.486
H  2.02  2.29  -2.64  -0.337
H  -1.41  4.50  3.45  0.529
H  -1.59  1.44  2.22  -0.691
H  2.38  6.05  0.51  0.398
H  0.94  -2.43  -3.51  0.151
H  -1.32  -5.09  1.25  0.595
H  4.40  5.16  -0.58  0.395
H  4.74  2.46  0.40  0.004

Summary:
Maximum force: 1.3 eV Å⁻¹
Charge: -1
HOMO energy: -4.37 eV
Frontier orbital gap: 6.623 eV

***

Entry 4:
A molecular structure, C44H52ClO7OsP3S2Te in a non-equilibrium geometry. Source: OMol25; level of theory: ωB97M-V/def2-TZVPD.

Last column: Löwdin spin population.
Element x y z (Å)
Os  1.95  -12.75  18.55  2.437
Te  0.49  -13.33  20.66  0.238
Cl  0.39  -20.93  21.26  0.000
S  -1.01  -14.15  15.99  0.039
S  2.70  -10.89  19.64  0.261
P  4.91  -14.44  19.61  0.015
P  1.54  -10.34  18.08  0.112
P  -0.15  -12.30  15.99  0.077
O  1.94  -14.35  17.16  0.054
O  1.41  -15.88  18.70  0.019
O  3.51  -13.84  19.30  0.129
O  5.38  -13.92  21.08  0.006
O  2.78  -17.79  16.96  0.000
O  4.98  -15.90  19.41  0.003
O  5.84  -13.53  18.72  0.003
C  1.87  -12.29  14.20  0.006
C  -2.88  -11.64  16.03  0.004
C  0.94  -7.77  18.90  0.003
C  0.04  -6.75  19.22  0.001
C  4.52  -8.11  15.46  0.003
C  -1.16  -14.34  19.80  0.027
C  0.95  -11.84  17.28  0.379
C  1.02  -20.10  16.25  0.000
C  5.22  -13.29  23.29  0.000
C  2.50  -9.53  16.79  0.020
C  0.86  -20.46  18.70  0.000
C  1.96  -19.00  20.29  0.000
C  5.05  -14.50  22.36  0.000
C  3.71  -10.12  16.45  0.012
C  -0.95  -11.84  21.36  0.040
C  1.31  -19.69  17.63  0.000
C  0.45  -11.79  11.91  0.001
C  1.95  -16.71  16.52  -0.002
C  -0.25  -12.01  13.10  0.002
C  -3.76  -9.41  15.57  0.003
C  -1.57  -11.17  16.02  0.012
C  0.45  -9.07  18.61  0.021
C  -2.46  -8.97  15.48  0.000
C  7.81  -15.00  18.63  0.000
C  7.85  -12.79  19.85  0.000
C  1.74  -15.55  17.57  0.012
C  3.23  -7.57  15.58  0.001
C  7.60  -12.82  17.33  0.000
C  1.15  -20.13  20.01  0.000
C  -1.82  -8.22  18.91  0.001
C  -3.94  -10.76  15.75  0.000
C  7.27  -13.54  18.68  0.001
C  2.21  -18.62  17.92  0.000
C  6.05  -15.56  22.70  0.000
C  2.61  -18.37  19.25  0.000
C  3.67  -15.20  22.28  0.001
C  1.84  -11.90  11.85  0.000
C  -1.33  -6.93  19.23  0.000
C  2.27  -8.26  16.26  0.004
C  4.76  -9.38  15.87  0.001
C  0.52  -12.14  14.29  0.013
C  -0.91  -9.27  18.70  0.003
C  2.55  -12.18  12.98  0.001
C  -1.37  -9.84  15.63  0.004
H  7.14  -11.85  17.33  0.000
H  3.60  -16.07  21.60  0.000
H  3.41  -15.55  23.29  0.000
H  3.44  -17.69  19.48  0.000
H  -0.39  -9.53  15.39  0.000
H  6.14  -16.30  21.83  0.000
H  7.20  -15.70  18.06  0.000
H  1.98  -7.62  18.87  0.000
H  3.94  -11.18  16.68  0.007
H  7.80  -13.34  20.77  0.000
H  -0.47  -10.88  21.69  0.001
H  0.09  -19.73  15.83  0.000
H  5.37  -7.50  15.09  0.000
H  -0.83  -15.30  19.40  0.000
H  -0.08  -11.79  10.95  0.000
H  -4.61  -8.75  15.63  0.000
H  5.33  -13.59  24.32  0.000
H  3.12  -6.59  15.10  0.000
H  6.18  -12.77  22.99  0.000
H  5.73  -9.88  15.71  0.000
H  2.34  -12.62  15.10  0.003
H  -1.59  -12.23  22.17  0.007
H  -1.61  -13.71  19.05  0.002
H  -2.91  -8.41  18.78  0.000
H  2.31  -16.32  15.55  0.000
H  -2.20  -7.97  15.16  0.000
H  -1.91  -14.46  20.63  0.006
H  3.64  -12.32  13.00  0.000
H  8.90  -12.51  19.76  0.000
H  -2.97  -12.70  16.16  0.001
H  7.29  -11.86  20.04  0.000
H  -1.98  -6.08  19.31  0.000
H  0.12  -21.24  18.51  0.000
H  2.01  -18.70  21.31  0.000
H  7.83  -15.47  19.63  0.000
H  8.85  -15.04  18.18  0.000
H  2.35  -11.87  10.89  0.000
H  2.85  -14.49  22.03  0.002
H  1.28  -7.84  16.45  0.000
H  0.93  -17.13  16.30  0.000
H  1.81  -19.77  15.54  0.000
H  -1.60  -11.64  20.49  0.001
H  7.01  -15.14  22.93  0.000
H  -1.33  -12.07  13.17  0.000
H  4.34  -12.59  23.08  0.000
H  5.72  -16.12  23.54  0.000
H  8.70  -12.66  17.19  0.000
H  -1.30  -10.25  18.44  0.002
H  0.47  -5.73  19.34  0.000
H  7.16  -13.38  16.48  0.000
H  0.99  -21.24  16.27  0.000
H  -4.95  -11.15  15.65  0.000

Summary:
Maximum force: 7.0 eV Å⁻¹
Expectation value of S²: 6.02
ΔE to the lowest compared entry with this formula, charge and spin: 210.6 kJ/mol
HOMO energy (alpha / beta): -6.91 / -7.61 eV
2S+1: 5
Frontier orbital gap (alpha / beta): 6.613 / 5.621 eV